Entry 1:
ORCA calculation (the ωB97M-V functional and the def2-TZVPD basis) on 2 unconnected molecules or ions with the total composition C4H13N2O.

Kohn-Sham gap (spin up / spin down), Eh: 0.408 / 0.279
LUMO level (spin up / spin down), eV: -7.88 / -11.40
HOMO energy (spin up / spin down), eV: -18.98 / -19.01
Multiplicity: 2
Charge: +2

Each atom is followed by the atoms it is bonded to, with distances in Å.
Atoms and positions in Å:
1 H 2.416 2.254 -2.209  O18 0.963
2 H 0.880 1.026 -0.290  N11 1.039
3 H -2.450 -1.255 0.388  C5 1.085
4 H -0.441 -2.331 -0.016  C20 1.091
5 C -1.916 -0.851 -0.466  H3 1.085, N7 1.514, H15 1.077, C20 1.557
6 H -2.474 1.031 -1.324  N7 1.021
7 N -2.225 0.631 -0.418  C5 1.514, H6 1.021, H12 1.005, H13 1.022
8 H 0.963 -2.264 2.015  C10 1.084
9 H 1.706 -0.565 2.444  C10 1.083
10 C 1.132 -1.216 1.796  H8 1.084, H9 1.083, C17 1.403
11 N 0.528 0.714 0.637  H2 1.039, C17 1.327, H19 1.020
12 H -1.422 1.140 -0.092  N7 1.005
13 H -3.015 0.797 0.209  N7 1.022
14 H 3.152 1.333 -1.224  O18 0.961
15 H -2.268 -1.297 -1.382  C5 1.077
16 H 0.065 -1.249 -1.249  C20 1.096
17 C 0.406 -0.601 0.765  C10 1.403, N11 1.327, C20 1.491
18 O 2.335 1.822 -1.352  H1 0.963, H14 0.961
19 H 1.085 1.230 1.318  N11 1.020
20 C -0.429 -1.270 -0.272  H4 1.091, C5 1.557, H16 1.096, C17 1.491

Entry 2:
ORCA calculation (the ωB97M-V functional and the def2-TZVPD basis) on 2 unconnected molecules or ions with the total composition C4H13N2O2.

Kohn-Sham gap, Eh: 0.245
LUMO level, eV: 3.80
HOMO energy, eV: -2.86
Multiplicity: 1
Charge: -1

Each atom is followed by the atoms it is bonded to, with distances in Å.
Atoms and positions in Å:
1 O 1.855 1.975 -3.793  H3 0.948, H19 1.006
2 H -1.190 1.801 -1.573  C4 1.144
3 H 2.765 2.149 -3.591  O1 0.948
4 C -0.303 1.498 -0.918  H2 1.144, N6 1.463, H14 1.073, O15 1.321
5 H 1.632 -0.458 1.418  C7 1.129
6 N -0.239 0.057 -0.674  C4 1.463, C9 1.508, H13 1.012
7 C 0.673 0.058 1.714  H5 1.129, C9 1.501, H12 1.077, H17 1.054
8 H -0.378 -2.303 -0.196  C16 1.158
9 C -0.431 -0.328 0.772  N6 1.508, C7 1.501, C16 1.490, H18 1.168
10 N -1.721 -2.420 1.366  C16 1.503, H20 1.046, H21 0.983
11 H 0.255 -2.462 1.490  C16 1.145
12 H 0.688 1.132 1.791  C7 1.077
13 H 0.578 -0.395 -1.063  N6 1.012
14 H -0.459 2.085 -0.033  C4 1.073
15 O 0.824 1.926 -1.460  C4 1.321
16 C -0.444 -1.816 0.853  H8 1.158, C9 1.490, N10 1.503, H11 1.145
17 H 0.530 -0.362 2.670  C7 1.054
18 H -1.427 0.223 1.031  C9 1.168
19 H 1.312 2.169 -2.969  O1 1.006
20 H -1.972 -2.091 2.327  N10 1.046
21 H -2.551 -2.439 0.839  N10 0.983

Entry 3:
ORCA calculation (the ωB97M-V functional and the def2-TZVPD basis) on 2 unconnected molecules or ions with the total composition C4H13N2O2.

Kohn-Sham gap (spin up / spin down), Eh: 0.078 / 0.267
LUMO level (spin up / spin down), eV: 6.20 / 6.20
HOMO energy (spin up / spin down), eV: 4.08 / -1.07
Multiplicity: 2
Charge: -2

Each atom is followed by the atoms it is bonded to, with distances in Å.
Atoms and positions in Å:
1 H -0.977 1.682 -0.418  N18 1.017
2 H 1.696 0.681 1.124  N7 1.013
3 H -3.944 1.571 -0.533  O9 0.963
4 C -0.621 0.168 -1.632  H8 1.101, H12 1.111, N18 1.487, O20 1.360
5 H 2.626 -1.006 -0.449  C15 1.100
6 H 3.827 -0.452 0.832  C15 1.095
7 N 1.806 -0.285 1.408  H2 1.013, C15 1.468, C16 1.456
8 H -0.088 -0.792 -1.546  C4 1.101
9 O -3.350 1.967 -1.179  H3 0.963, H10 1.059
10 H -2.802 1.131 -1.527  O9 1.059
11 H 0.536 -1.686 0.496  C16 1.083
12 H -0.060 0.728 -2.412  C4 1.111
13 H -1.542 -0.446 0.766  C14 1.098
14 C -0.611 0.132 0.828  H13 1.098, C16 1.543, H17 1.092, N18 1.447
15 C 2.864 -0.929 0.622  H5 1.100, H6 1.095, N7 1.468, H19 1.101
16 C 0.490 -0.877 1.213  N7 1.456, H11 1.083, C14 1.543, H21 1.096
17 H -0.610 0.866 1.636  C14 1.092
18 N -0.332 0.897 -0.369  H1 1.017, C4 1.487, C14 1.447
19 H 2.920 -1.984 0.932  C15 1.101
20 O -1.944 0.014 -1.906  C4 1.360
21 H 0.117 -1.379 2.113  C16 1.096

Entry 4:
ORCA calculation (the ωB97M-V functional and the def2-TZVPD basis) on 2 unconnected molecules or ions with the total composition C4H13N2O2.

Kohn-Sham gap, Eh: 0.341
LUMO level, eV: -3.45
HOMO energy, eV: -12.74
Multiplicity: 1
Charge: +1

Each atom is followed by the atoms it is bonded to, with distances in Å.
Atoms and positions in Å:
1 C -0.823 0.810 -1.117  H11 1.098, C17 1.514, O19 1.201
2 O -0.066 2.752 1.425  H5 0.965, H20 0.965
3 H -0.939 -2.470 -1.654  N7 1.027
4 H -0.865 -0.618 1.047  C9 1.100
5 H -1.018 2.716 1.583  O2 0.965
6 C 1.226 -0.697 1.144  C9 1.536, H10 1.096, N13 1.448, H16 1.092
7 N -1.282 -1.502 -1.656  H3 1.027, H14 1.023, C17 1.514, H21 0.997
8 H 2.903 0.501 0.724  N13 1.005
9 C -0.076 -1.037 0.405  H4 1.100, C6 1.536, H12 1.084, C17 1.514
10 H 1.884 -1.572 1.204  C6 1.096
11 H -0.144 1.655 -0.938  C1 1.098
12 H -0.254 -2.095 0.565  C9 1.084
13 N 1.941 0.365 0.467  C6 1.448, H8 1.005, H15 1.012
14 H -2.101 -1.527 -1.044  N7 1.023
15 H 1.441 1.242 0.538  N13 1.012
16 H 1.096 -0.546 2.218  C6 1.092
17 C -0.249 -0.588 -1.030  C1 1.514, N7 1.514, C9 1.514, H18 1.091
18 H 0.661 -0.694 -1.623  C17 1.091
19 O -1.983 0.978 -1.375  C1 1.201
20 H 0.154 3.642 1.726  O2 0.965
21 H -1.508 -1.315 -2.608  N7 0.997

Entry 5:
ORCA calculation (the ωB97M-V functional and the def2-TZVPD basis) on 2 unconnected molecules or ions with the total composition C4H13N2O2.

Kohn-Sham gap, Eh: 0.427
LUMO level, eV: -2.78
HOMO energy, eV: -14.41
Multiplicity: 1
Charge: +1

Each atom is followed by the atoms it is bonded to, with distances in Å.
Atoms and positions in Å:
1 H 2.614 0.445 3.091  N14 1.010
2 H -1.783 -0.261 -0.284  N8 1.022
3 H -0.649 -0.037 1.050  N8 1.079
4 H 1.480 -1.648 0.129  C7 1.093
5 H 0.433 -0.602 -1.769  C20 1.086
6 H 2.772 -0.428 -0.383  C7 1.070
7 C 1.774 -0.609 -0.041  H4 1.093, H6 1.070, C19 1.536, C20 1.596
8 N -1.255 0.410 0.277  H2 1.022, H3 1.079, C9 1.551, H15 1.023
9 C -0.273 1.065 -0.728  N8 1.551, H13 1.090, C20 1.504, H21 1.103
10 H 1.648 0.772 -1.553  C20 1.104
11 O 0.554 -0.057 1.965  C19 1.235
12 H -4.360 -2.031 -2.069  O18 0.975
13 H 0.037 2.057 -0.403  C9 1.090
14 N 2.721 0.331 2.093  H1 1.010, H17 1.006, C19 1.345
15 H -1.861 1.110 0.711  N8 1.023
16 H -4.931 -0.985 -1.060  O18 0.974
17 H 3.686 0.360 1.813  N14 1.006
18 O -4.131 -1.233 -1.557  H12 0.975, H16 0.974
19 C 1.644 -0.048 1.383  C7 1.536, O11 1.235, N14 1.345
20 C 0.856 0.146 -1.106  H5 1.086, C7 1.596, C9 1.504, H10 1.104
21 H -0.976 1.244 -1.559  C9 1.103

Entry 6:
ORCA calculation (the ωB97M-V functional and the def2-TZVPD basis) on 2 unconnected molecules or ions with the total composition C4H13N2O2.

Kohn-Sham gap, Eh: 0.366
LUMO level, eV: -3.28
HOMO energy, eV: -13.24
Multiplicity: 1
Charge: +1

Each atom is followed by the atoms it is bonded to, with distances in Å.
Atoms and positions in Å:
1 H -0.952 2.968 0.072  O16 0.995
2 C -0.508 -1.618 0.854  O5 1.205, C8 1.469, H10 1.126
3 H -0.505 0.324 -2.089  C6 1.094
4 H 2.590 1.573 0.186  N19 1.011
5 O 0.248 -0.950 1.513  C2 1.205
6 C -0.107 0.113 -1.092  H3 1.094, C8 1.601, H11 1.109, C17 1.517
7 H 1.525 1.535 -1.436  C17 1.267
8 C -0.543 -1.343 -0.589  C2 1.469, C6 1.601, H12 1.166, N14 1.477
9 H 2.224 -0.171 -1.497  C17 1.203
10 H -0.945 -2.616 1.137  C2 1.126
11 H -0.782 0.882 -0.665  C6 1.109
12 H 0.102 -2.233 -0.980  C8 1.166
13 H -2.401 -0.629 -0.838  N14 0.994
14 N -1.965 -1.516 -0.950  C8 1.477, H13 0.994, H20 0.973
15 H 0.872 1.701 0.658  N19 1.085
16 O -0.306 2.592 0.729  H1 0.995, H18 1.019
17 C 1.366 0.407 -0.882  C6 1.517, H7 1.267, H9 1.203, N19 1.576
18 H -0.825 2.425 1.589  O16 1.019
19 N 1.752 1.091 0.484  H4 1.011, H15 1.085, C17 1.576, H21 1.025
20 H -1.969 -1.790 -1.883  N14 0.973
21 H 1.765 0.515 1.331  N19 1.025

ΔE to the lowest compared entry with this formula, charge and spin values (in eV) by entry order: 1.036, 1.920, 0.024, 2.551, 1.026, 4.193.
Max |F| values (in eV/Å) by entry order: 1.8, 5.2, 0.9, 2.2, 2.5, 6.1.